Record 1
C32H36N9O5Sc | wB97M-V/def2-TZVPD

CARTESIAN COORDINATES (ANGSTROEM)
1 Sc -0.276 -0.217 0.264
2 O -1.096 1.420 1.259
3 C -2.178 2.147 1.359
4 C -2.428 2.900 2.522
5 C -3.554 3.693 2.625
6 C -4.475 3.774 1.575
7 C -4.234 3.048 0.427
8 C -3.102 2.236 0.301
9 C -2.893 1.508 -0.940
10 N -1.907 0.724 -1.162
11 N -1.961 0.105 -2.418
12 C -0.938 -0.686 -2.534
13 O 0.008 -0.815 -1.664
14 C -0.867 -1.550 -3.749
15 C -1.623 -1.280 -4.886
16 C -1.533 -2.108 -5.994
17 C -0.693 -3.215 -5.975
18 C 0.062 -3.487 -4.842
19 C -0.019 -2.651 -3.736
20 H -1.709 2.836 3.330
21 H -3.726 4.257 3.534
22 H -5.359 4.392 1.661
23 H -4.932 3.092 -0.403
24 H -3.632 1.615 -1.735
25 H -2.285 -0.424 -4.881
26 H -2.122 -1.891 -6.876
27 H -0.626 -3.861 -6.841
28 H 0.717 -4.349 -4.821
29 H 0.574 -2.839 -2.851
30 C 2.541 -3.557 1.035
31 C 1.210 -2.869 0.882
32 O 1.244 -1.672 0.569
33 C -0.022 -3.601 1.114
34 C 0.055 -4.937 1.570
35 C -1.063 -5.677 1.849
36 C -2.324 -5.078 1.669
37 C -2.440 -3.790 1.222
38 C -1.298 -3.009 0.923
39 O -1.481 -1.804 0.484
40 H 3.330 -2.856 0.782
41 H 2.606 -4.431 0.386
42 H 2.679 -3.901 2.062
43 H 1.028 -5.391 1.702
44 H -0.979 -6.697 2.196
45 H -3.222 -5.645 1.884
46 H -3.404 -3.324 1.071
47 C 2.356 2.097 -4.351
48 C 2.508 1.551 -2.970
49 C 3.547 0.884 -2.355
50 C 3.101 0.627 -1.045
51 N 1.863 1.087 -0.875
52 N 1.538 1.661 -2.055
53 C 3.857 -0.004 0.078
54 H 3.239 1.867 -4.943
55 H 2.231 3.181 -4.335
56 H 1.490 1.664 -4.852
57 H 4.492 0.610 -2.794
58 H 0.695 2.231 -2.092
59 H 4.627 0.680 0.443
60 H 4.355 -0.916 -0.255
61 H 3.191 -0.246 0.899
62 N 0.428 4.701 -0.282
63 N -0.358 3.682 -0.919
64 H -0.141 5.219 0.383
65 H 0.734 5.350 -0.997
66 H -1.299 4.015 -1.118
67 H -0.466 2.923 -0.252
68 C -0.201 -0.435 5.419
69 N 0.574 0.366 4.475
70 C 1.201 1.507 4.854
71 C 1.831 2.294 3.962
72 C 1.818 1.861 2.594
73 N 1.248 0.733 2.227
74 C 0.527 0.017 3.127
75 O -0.185 -0.915 2.768
76 N 2.408 2.607 1.649
77 H 0.097 -0.154 6.427
78 H -0.002 -1.490 5.253
79 H -1.267 -0.260 5.284
80 H 1.157 1.743 5.909
81 H 2.330 3.201 4.266
82 H 2.600 3.574 1.840
83 H 2.226 2.352 0.683

Forces on atoms 1 to 6 (eV/Å):
-0.09 0.64 0.45
-0.02 0.10 0.10
0.26 -0.18 0.01
-0.11 0.09 0.02
0.01 -0.04 -0.03
0.09 -0.03 0.02

The value obtained for the HOMO-LUMO gap is 7.73 eV. Its relative energy (zero: lowest compared OMol25 entry of this formula, charge and spin) is 0.364 eV. The total energy is -78123.8033 eV. The total charge is 0. For the maximum force, the calculation gives 0.79 eV Å⁻¹.

These are the Löwdin partial charges, in e, on atoms 1 to 4: 1.060, -0.187, -0.357, -0.014



Record 2
C3H2O3 | wB97M-V/def2-TZVPD

CARTESIAN COORDINATES (ANGSTROEM)
1 C 0.040 1.830 1.217
2 C 0.236 -1.216 -0.792
3 C -1.067 -1.049 -1.334
4 O 0.844 1.774 0.400
5 O -0.681 1.935 2.084
6 O -0.933 -0.440 -0.217
7 H 0.375 -2.071 -0.235
8 H 1.185 -0.763 -1.123

Forces on atoms 1 to 6 (eV/Å):
1.35 0.10 -0.81
0.82 0.43 -1.07
-0.80 -0.88 -2.79
0.93 -0.17 -1.31
-2.22 0.11 2.11
0.38 1.65 2.37

The value obtained for the HOMO-LUMO gap (alpha / beta) is 7.93 / 10.62 eV. Its spin multiplicity is 3. Its relative energy (zero: lowest compared OMol25 entry of this formula, charge and spin) is 0.000 eV. The total energy is -9280.0057 eV. The total charge is 0. For the maximum force, the calculation gives 3.06 eV Å⁻¹. As for the expectation value of S²: 2.005.

These are the natural (NBO) partial charges, in e, on atoms 1 to 4: 1.031, -0.167, 0.266, -0.531



Record 3
C3H8NO | wB97M-V/def2-TZVPD

CARTESIAN COORDINATES (ANGSTROEM)
1 N -1.529 1.177 -0.901
2 C -0.230 0.486 -0.796
3 C 0.169 0.092 0.636
4 C 1.179 -1.126 0.613
5 O 1.431 -1.680 -0.573
6 H -2.303 0.522 -0.914
7 H -1.685 1.790 -0.102
8 H -0.233 -0.421 -1.390
9 H 0.501 1.163 -1.246
10 H 0.564 0.968 1.153
11 H -0.776 -0.268 1.052
12 H 0.745 -1.868 1.344
13 H 2.168 -0.835 1.124

Forces on atoms 1 to 6 (eV/Å):
-0.41 0.28 -0.06
0.14 0.47 0.27
-0.09 -0.42 -1.29
1.04 -0.54 0.61
-0.34 0.02 -0.48
0.17 -0.05 0.13

The value obtained for the HOMO-LUMO gap is 6.54 eV. Its relative energy (zero: lowest compared OMol25 entry of this formula, charge and spin) is 0.609 eV. The total energy is -6777.3830 eV. The total charge is -1. The SMILES is NCCC[O-]. For the maximum force, the calculation gives 1.36 eV Å⁻¹.

These are the natural (NBO) partial charges, in e, on atoms 1 to 4: -0.860, -0.228, -0.463, 0.003



Record 4
C3H6N2O | wB97M-V/def2-TZVPD

CARTESIAN COORDINATES (ANGSTROEM)
1 N -1.509 1.916 1.547
2 C -0.713 1.325 0.950
3 C 0.279 0.546 0.177
4 N 1.002 -0.436 0.983
5 C -0.460 -0.138 -0.989
6 O 0.398 -0.932 -1.764
7 H 1.001 1.254 -0.247
8 H 0.934 -0.239 1.973
9 H 0.619 -1.365 0.854
10 H -1.303 -0.718 -0.580
11 H -0.864 0.628 -1.655
12 H 0.619 -1.727 -1.265

Forces on atoms 1 to 6 (eV/Å):
0.81 -0.59 -0.57
-0.69 0.47 0.48
-0.01 0.07 -0.15
-0.10 -0.10 0.15
-0.24 0.19 0.11
0.09 -0.22 0.01

The value obtained for the HOMO-LUMO gap is 10.91 eV. Its relative energy (zero: lowest compared OMol25 entry of this formula, charge and spin) is 1.560 eV. The total energy is -8235.1392 eV. The total charge is 0. The SMILES is N#C[C@@H](N)CO. For the maximum force, the calculation gives 1.16 eV Å⁻¹.

These are the natural (NBO) partial charges, in e, on atoms 1 to 4: -0.312, 0.257, -0.177, -0.808



Record 5
C18H40ClN4S | wB97M-V/def2-TZVPD

CARTESIAN COORDINATES (ANGSTROEM)
1 C 0.064 1.580 1.874
2 C -0.294 0.104 1.927
3 Cl -0.208 -0.477 3.615
4 C -1.662 -0.270 1.330
5 N -2.678 0.780 1.435
6 C -2.818 1.775 0.576
7 N -3.835 2.538 0.962
8 C -4.360 2.025 2.124
9 C -3.650 0.909 2.428
10 S -3.853 -0.190 3.771
11 H -0.736 2.217 2.258
12 H 0.943 1.761 2.492
13 H 0.294 1.880 0.847
14 H 0.450 -0.452 1.357
15 H -1.570 -0.541 0.273
16 H -2.070 -1.137 1.849
17 H -2.189 1.914 -0.289
18 H -4.156 3.359 0.472
19 H -5.196 2.457 2.649
20 H -4.972 -0.743 3.284
21 C -4.402 -0.587 -1.539
22 C -3.513 -1.175 -2.622
23 N -2.482 -2.040 -2.070
24 C -1.452 -2.392 -3.041
25 C -1.859 -3.236 -4.252
26 C -2.961 -3.133 -1.231
27 C -3.956 -4.126 -1.842
28 H -3.769 -0.083 -0.805
29 H -5.091 0.145 -1.964
30 H -4.999 -1.339 -1.026
31 H -2.995 -0.359 -3.134
32 H -4.145 -1.658 -3.380
33 H -0.650 -2.902 -2.501
34 H -1.021 -1.453 -3.401
35 H -2.022 -4.280 -3.991
36 H -1.063 -3.209 -4.996
37 H -2.764 -2.858 -4.730
38 H -3.418 -2.697 -0.338
39 H -2.080 -3.671 -0.872
40 H -4.732 -3.622 -2.419
41 H -4.451 -4.687 -1.048
42 H -3.470 -4.849 -2.495
43 C 6.824 1.840 -0.824
44 C 6.346 1.734 0.615
45 N 5.061 2.378 0.842
46 C 4.724 2.521 2.247
47 C 4.476 1.251 3.072
48 C 3.983 1.954 -0.027
49 C 3.608 0.464 -0.034
50 H 6.869 2.882 -1.142
51 H 7.823 1.412 -0.909
52 H 6.181 1.296 -1.517
53 H 7.068 2.237 1.262
54 H 6.353 0.673 0.914
55 H 3.843 3.168 2.312
56 H 5.539 3.082 2.714
57 H 3.510 0.795 2.851
58 H 4.482 1.499 4.135
59 H 5.250 0.501 2.907
60 H 4.232 2.247 -1.049
61 H 3.104 2.551 0.238
62 H 4.485 -0.182 -0.064
63 H 3.010 0.237 -0.921
64 H 3.019 0.185 0.842

Forces on atoms 1 to 6 (eV/Å):
0.01 0.03 -0.05
-0.10 0.16 -0.19
0.00 0.03 0.10
0.08 -0.25 -0.11
-0.09 0.03 0.16
0.26 -0.11 -0.14

The value obtained for the HOMO-LUMO gap is 7.05 eV. The total energy is -48626.6329 eV. The total charge is +1. For the maximum force, the calculation gives 0.32 eV Å⁻¹.

These are the natural (NBO) partial charges, in e, on atoms 1 to 4: -0.637, -0.206, -0.036, -0.255